Entry from OMol25: a structure of composition C43H56AsBClN5SbY at a distorted geometry (ωB97M-V/def2-TZVPD).

Geometry (Å):
Y: -1.539 0.941 0.340
B: -2.097 4.177 -1.661
N: -1.857 2.814 -2.386
C: -1.850 2.720 -3.718
C: -1.928 1.383 -4.078
C: -1.979 0.708 -2.870
N: -1.934 1.581 -1.852
N: -1.570 4.238 -0.187
C: -1.214 5.390 0.385
C: -1.079 5.200 1.752
C: -1.374 3.858 1.934
N: -1.677 3.283 0.759
H: -3.287 4.376 -1.625
H: -1.495 5.013 -2.277
H: -1.813 3.604 -4.332
H: -1.953 0.969 -5.071
H: -2.055 -0.354 -2.693
H: -1.092 6.283 -0.205
H: -0.796 5.924 2.496
H: -1.396 3.285 2.851
C: -1.802 -1.575 6.641
C: -1.275 -0.527 5.668
Sb: -2.015 -0.639 3.607
C: -3.880 -1.718 4.002
C: -3.785 -3.235 4.092
C: -0.791 -2.300 2.898
C: -0.178 -3.216 3.949
H: -1.461 -1.351 7.655
H: -1.449 -2.572 6.385
H: -2.892 -1.591 6.659
H: -0.186 -0.566 5.599
H: -1.537 0.474 6.014
H: -4.569 -1.429 3.207
H: -4.276 -1.299 4.929
H: -3.360 -3.666 3.185
H: -4.782 -3.665 4.222
H: -3.178 -3.554 4.939
H: 0.000 -1.832 2.313
H: -1.425 -2.863 2.209
H: 0.430 -2.655 4.659
H: 0.477 -3.951 3.474
H: -0.942 -3.766 4.498
Cl: -6.216 0.518 -4.854
C: -5.565 0.438 -3.243
C: -5.407 1.601 -2.505
C: -4.868 1.534 -1.233
C: -4.462 0.317 -0.668
C: -3.788 0.258 0.651
C: -4.667 -0.838 -1.431
C: -5.209 -0.786 -2.705
H: -5.692 2.553 -2.934
H: -4.733 2.453 -0.673
H: -3.944 -0.728 1.101
H: -4.213 1.008 1.330
H: -4.383 -1.801 -1.017
H: -5.355 -1.690 -3.283
C: 2.366 -5.471 -4.133
C: 2.027 -4.142 -3.517
C: 2.294 -2.946 -4.167
C: 2.012 -1.720 -3.581
C: 2.298 -0.457 -4.354
C: 1.465 -1.664 -2.285
As: 1.089 0.192 -1.637
N: 0.487 0.163 0.125
C: 1.369 0.017 1.188
C: 1.148 0.719 2.387
C: 1.976 0.559 3.485
C: 3.057 -0.306 3.432
C: 3.303 -1.000 2.253
C: 2.484 -0.835 1.152
C: 2.882 1.059 -1.339
C: 4.167 0.500 -1.341
C: 4.489 -0.966 -1.509
C: 5.281 1.327 -1.180
C: 5.176 2.692 -1.012
C: 6.390 3.564 -0.849
C: 3.900 3.241 -0.999
C: 2.768 2.459 -1.160
C: 1.438 3.171 -1.131
C: 1.092 -2.867 -1.667
C: 0.353 -2.932 -0.354
C: 1.402 -4.078 -2.280
H: 2.785 -5.349 -5.130
H: 1.480 -6.103 -4.208
H: 3.095 -6.003 -3.518
H: 2.734 -2.967 -5.159
H: 2.659 -0.691 -5.354
H: 3.046 0.161 -3.853
H: 1.390 0.146 -4.439
H: 0.326 1.433 2.437
H: 1.784 1.132 4.386
H: 3.707 -0.424 4.290
H: 4.135 -1.692 2.196
H: 2.668 -1.395 0.247
H: 3.611 -1.595 -1.536
H: 5.132 -1.299 -0.693
H: 5.036 -1.126 -2.442
H: 6.265 0.868 -1.185
H: 7.307 2.980 -0.918
H: 6.377 4.068 0.119
H: 6.414 4.336 -1.621
H: 3.787 4.311 -0.862
H: 1.578 4.237 -0.959
H: 0.809 2.784 -0.329
H: 0.903 3.044 -2.073
H: -0.379 -2.133 -0.273
H: 1.037 -2.847 0.492
H: -0.169 -3.886 -0.267
H: 1.130 -5.002 -1.779

Its total charge is 0. The value obtained for the energy above the lowest of the compared OMol25 structures with the same formula, charge and spin is 120.2 kJ/mol. Its HOMO energy is -7.16 eV. For the HOMO-LUMO gap, the calculation gives 7.53 eV.